ORCA calculation (the ωB97M-V functional and the def2-TZVPD basis) on 9 unconnected molecules or ions with the total composition C36H63N9 in a non-equilibrium geometry.

Results
Energy relative to the best compared isomer or geometry (same formula, charge and spin)   179.3 kJ/mol
SMILES string   CCCC#N.CCCC#N.CCCC#N.CCCC#N.CCCC#N.CCCC#N.CCCC#N.CCCC#N.CCCC#N
E_tot   -51762.16110 eV

Last column: Löwdin charge in e.
Positions of all 108 atoms, in Å:
C (-9.29765, 16.40569, 4.32219)  -0.11
C (-10.36521, 17.50942, 4.35166)  -0.24
C (-9.81358, 18.81049, 4.97096)  -0.18
C (-8.70868, 19.32933, 4.15781)  -0.21
N (-7.80978, 19.69999, 3.55398)  0.18
H (-9.68718, 15.55216, 3.77210)  0.07
H (-8.90809, 16.17978, 5.31587)  0.08
H (-8.38160, 16.74196, 3.81941)  0.05
H (-11.17262, 17.10454, 4.96115)  0.11
H (-10.73966, 17.74771, 3.35807)  0.11
H (-9.43522, 18.67140, 5.98678)  0.12
H (-10.60623, 19.54873, 5.09930)  0.12
C (-0.98969, 10.86072, 1.96009)  -0.10
C (-2.41706, 11.43292, 1.99765)  -0.26
C (-3.45467, 10.47709, 1.39998)  -0.22
C (-3.62275, 9.21092, 2.09672)  -0.24
N (-3.78583, 8.17979, 2.57700)  0.14
H (-0.95840, 9.97339, 2.59412)  0.07
H (-0.34475, 11.63791, 2.36489)  0.07
H (-0.70838, 10.53299, 0.96040)  0.07
H (-2.51802, 12.35392, 1.42176)  0.10
H (-2.67097, 11.68347, 3.02693)  0.10
H (-3.23745, 10.19776, 0.36372)  0.11
H (-4.42656, 10.96942, 1.33167)  0.08
C (-3.81721, 17.72310, 5.76564)  -0.11
C (-5.15329, 17.49142, 5.09404)  -0.25
C (-5.01402, 16.94154, 3.66396)  -0.21
C (-4.36114, 15.64938, 3.48397)  -0.22
N (-3.85755, 14.63236, 3.30895)  0.16
H (-3.30099, 16.78040, 5.96655)  0.08
H (-3.85426, 18.28943, 6.69794)  0.07
H (-3.08384, 18.27935, 5.16907)  0.07
H (-5.76765, 18.39018, 5.06826)  0.08
H (-5.69770, 16.75839, 5.69471)  0.11
H (-4.46908, 17.63734, 3.02197)  0.10
H (-6.01265, 16.95335, 3.22464)  0.07
C (-6.86556, 13.65141, -0.06525)  -0.10
C (-7.36831, 14.55097, 1.03627)  -0.25
C (-8.35104, 15.67185, 0.64866)  -0.19
C (-9.52938, 15.25897, -0.11084)  -0.20
N (-10.46634, 14.96977, -0.70964)  0.18
H (-6.24791, 14.26721, -0.72872)  0.08
H (-7.67205, 13.12802, -0.56733)  0.07
H (-6.11978, 12.98755, 0.37361)  0.06
H (-6.60626, 14.95335, 1.70574)  0.09
H (-7.97047, 14.00338, 1.77865)  0.11
H (-7.82933, 16.44978, 0.08544)  0.08
H (-8.79272, 16.16468, 1.51889)  0.09
C (-4.59230, 21.09823, 3.32012)  -0.11
C (-3.95232, 20.90149, 1.94964)  -0.25
C (-4.94317, 20.54396, 0.82823)  -0.18
C (-5.61177, 19.25864, 0.93229)  -0.21
N (-6.13744, 18.24371, 1.01228)  0.19
H (-5.27138, 20.25472, 3.48650)  0.03
H (-5.22720, 21.97879, 3.41495)  0.08
H (-3.85192, 21.08628, 4.11721)  0.07
H (-3.17485, 20.14051, 2.03677)  0.11
H (-3.44146, 21.80952, 1.62430)  0.11
H (-4.47550, 20.67572, -0.14615)  0.12
H (-5.76182, 21.27291, 0.87131)  0.13
C (-8.38777, 19.33418, -1.74127)  -0.11
C (-9.74414, 19.80731, -1.28646)  -0.26
C (-10.27012, 20.89658, -2.22330)  -0.21
C (-11.68197, 21.20920, -2.05360)  -0.24
N (-12.77956, 21.49309, -1.87624)  0.14
H (-7.92127, 18.53430, -1.16798)  0.04
H (-7.64753, 20.10163, -1.96256)  0.08
H (-8.67861, 18.82242, -2.67173)  0.08
H (-9.73469, 20.31695, -0.31505)  0.11
H (-10.43569, 18.96570, -1.26848)  0.11
H (-10.17458, 20.57099, -3.26898)  0.12
H (-9.70521, 21.82915, -2.17111)  0.12
C (-13.97979, 16.45803, -0.27542)  -0.11
C (-13.93203, 15.20899, -1.14536)  -0.26
C (-13.28774, 15.45722, -2.50846)  -0.22
C (-13.92479, 16.56551, -3.24617)  -0.24
N (-14.48956, 17.39236, -3.81285)  0.14
H (-14.79330, 17.16292, -0.44563)  0.07
H (-13.09126, 17.09707, -0.28706)  0.07
H (-14.02386, 16.13159, 0.76797)  0.07
H (-14.91542, 14.78141, -1.35502)  0.11
H (-13.42904, 14.39936, -0.61761)  0.10
H (-13.41561, 14.62357, -3.20399)  0.09
H (-12.22566, 15.70643, -2.50557)  0.09
C (-4.11519, 10.26919, -4.61470)  -0.12
C (-4.44865, 10.52900, -3.18705)  -0.27
C (-5.62654, 9.70427, -2.64373)  -0.19
C (-5.99335, 9.90826, -1.24698)  -0.21
N (-6.28746, 10.08960, -0.15175)  0.17
H (-4.92939, 10.51244, -5.30909)  0.08
H (-4.00512, 9.19605, -4.79990)  0.08
H (-3.25045, 10.84352, -4.93766)  0.08
H (-4.62358, 11.57864, -2.94320)  0.11
H (-3.62004, 10.18101, -2.55902)  0.11
H (-5.39449, 8.64238, -2.77351)  0.12
H (-6.57164, 9.85226, -3.18036)  0.12
C (-11.37247, 12.39137, -3.10124)  -0.12
C (-12.06078, 11.98017, -4.39049)  -0.26
C (-13.50586, 11.56900, -4.23602)  -0.20
C (-13.69615, 10.23171, -3.64101)  -0.23
N (-13.80548, 9.19423, -3.16590)  0.14
H (-11.16550, 11.63636, -2.33658)  0.08
H (-11.84729, 13.20554, -2.55088)  0.03
H (-10.38188, 12.82897, -3.26424)  0.07
H (-11.53055, 11.26655, -5.02258)  0.11
H (-12.00678, 12.91571, -4.95992)  0.11
H (-14.10864, 11.61120, -5.14241)  0.12
H (-13.97741, 12.23625, -3.50413)  0.11